1.
C17H17N2O2 | wB97M-V/def2-TZVPD

The geometry in XYZ format:
```
38
Properties=species:S:1:pos:R:3:lowdin_charge:R:1
C 5.632 2.207 -0.423 -0.038
O 5.346 0.791 -0.344 -0.049
C 4.052 0.406 -0.469 -0.223
C 3.777 -0.958 -0.193 0.030
C 2.479 -1.374 -0.118 -0.001
C 1.383 -0.475 -0.315 -0.192
C 0.081 -0.984 -0.109 0.019
C -1.118 -0.237 -0.071 -0.200
C -2.359 -0.887 -0.335 0.056
C -3.508 -0.141 -0.437 -0.138
C -3.489 1.258 -0.190 -0.177
O -4.719 1.834 -0.227 0.027
C -5.690 0.760 -0.590 -0.080
C -4.925 -0.555 -0.667 -0.091
C -2.295 1.914 0.169 0.042
C -1.144 1.166 0.251 0.002
C 1.700 0.854 -0.728 0.003
C 3.001 1.300 -0.786 0.014
H 6.708 2.256 -0.248 0.103
H 5.386 2.607 -1.419 0.101
H 5.092 2.777 0.349 0.105
H 4.612 -1.622 0.010 0.134
H 2.252 -2.416 0.092 0.116
H -0.013 -2.073 -0.143 0.106
H -2.399 -1.965 -0.522 0.141
H -6.476 0.740 0.174 0.132
H -6.126 1.026 -1.559 0.131
H -5.042 -1.046 -1.637 0.132
H -5.253 -1.247 0.115 0.132
H -2.307 2.979 0.373 0.131
H -0.213 1.647 0.544 0.114
H 0.923 1.540 -1.048 0.117
H 3.230 2.341 -1.023 0.117
C -0.073 -2.501 2.041 -0.074
N 0.879 -3.380 2.406 -0.152
N 1.697 -4.136 2.729 0.235
H -1.077 -2.913 1.885 0.084
H -0.002 -1.493 2.464 0.089
```

Computed properties:
E_tot   -917.6435 a.u.
Net charge   +1
Kohn-Sham gap   6.534 eV
HOMO energy   -11.51 eV


2.
C36H70Br4N10O22 | wB97M-V/def2-TZVPD

The geometry in XYZ format:
```
142
Properties=species:S:1:pos:R:3:lowdin_charge:R:1
C -17.229 -1.522 9.544 -0.013
C -17.663 -2.423 10.777 -0.415
C -16.814 -3.747 10.745 -0.155
C -16.974 -4.521 12.019 -0.200
C -16.376 -3.756 13.181 -0.125
C -17.138 -2.405 13.394 -0.456
N -17.411 -1.689 12.082 0.028
O -17.925 -0.376 12.186 0.025
C -16.149 -1.599 14.274 -0.025
C -18.443 -2.578 14.113 -0.028
C -19.149 -2.819 10.678 -0.035
H -16.179 -1.239 9.619 0.088
H -17.843 -0.638 9.371 0.079
H -17.381 -2.081 8.621 0.084
H -15.773 -3.605 10.455 0.125
H -17.122 -4.367 9.903 0.123
H -16.507 -5.471 11.758 0.121
H -18.029 -4.768 12.130 0.111
H -15.325 -3.565 12.966 0.124
H -16.393 -4.413 14.051 0.127
H -15.633 -2.245 14.984 0.087
H -16.674 -0.872 14.894 0.083
H -15.332 -1.156 13.704 0.095
H -18.521 -3.324 14.903 0.101
H -19.214 -2.978 13.454 0.070
H -18.816 -1.636 14.515 0.093
H -19.693 -3.396 11.426 0.071
H -19.355 -3.332 9.738 0.094
H -19.827 -1.966 10.658 0.090
C -7.519 12.470 14.674 -0.025
C -6.746 11.223 14.297 -0.472
C -5.196 11.464 14.170 -0.140
C -4.513 11.620 15.512 -0.158
C -4.854 10.325 16.345 -0.127
C -6.354 10.106 16.609 -0.445
N -7.040 10.069 15.259 0.030
O -8.282 9.397 15.263 0.024
C -6.902 11.290 17.561 0.007
C -6.534 8.758 17.273 -0.049
C -7.179 10.836 12.918 -0.053
H -7.411 13.242 13.912 0.099
H -7.040 13.009 15.491 0.059
H -8.561 12.357 14.974 0.105
H -5.011 12.307 13.504 0.125
H -4.708 10.676 13.596 0.121
H -4.821 12.562 15.968 0.104
H -3.430 11.628 15.386 0.113
H -4.283 10.431 17.267 0.119
H -4.406 9.436 15.903 0.124
H -6.714 12.335 17.316 0.060
H -6.336 11.212 18.490 0.085
H -7.944 11.142 17.847 0.090
H -7.566 8.643 17.603 0.082
H -5.947 8.624 18.182 0.096
H -6.401 7.892 16.625 0.097
H -6.655 9.927 12.621 0.094
H -6.957 11.586 12.159 0.101
H -8.239 10.588 12.972 0.089
C -8.861 2.414 11.977 0.078
C -9.768 1.293 11.765 -0.297
C -9.133 -0.189 11.894 -0.301
O -9.728 -1.185 11.515 0.065
C -7.701 -0.268 12.249 0.078
C -6.967 0.832 12.477 -0.325
C -7.560 2.211 12.274 -0.317
O -6.860 3.316 12.521 -0.012
O -5.721 0.571 12.850 -0.005
O -10.943 1.390 11.401 0.056
H -9.198 3.427 11.813 0.131
H -7.325 -1.275 12.362 0.128
C -9.240 -3.371 18.582 0.060
N -8.397 -2.472 19.492 -0.460
O -7.225 -2.665 19.712 0.061
O -9.007 -1.605 20.045 0.060
H -9.289 -2.914 17.594 0.098
H -10.217 -3.409 19.064 0.090
H -8.784 -4.359 18.645 0.091
C -2.481 2.567 19.076 0.020
N -2.539 2.394 20.503 -0.466
O -1.577 1.876 21.028 0.072
O -3.550 2.804 21.076 0.057
H -1.440 2.643 18.762 0.100
H -2.988 3.502 18.832 0.104
H -2.895 1.638 18.685 0.114
C -15.382 6.002 14.489 0.014
N -15.353 6.454 15.829 -0.488
O -15.781 5.720 16.674 0.075
O -14.984 7.586 16.076 0.071
H -14.856 5.048 14.505 0.112
H -15.064 6.756 13.769 0.108
H -16.394 5.705 14.214 0.108
C -2.602 -5.034 16.285 0.045
N -1.842 -5.905 17.240 -0.459
O -0.653 -5.648 17.449 0.048
O -2.511 -6.783 17.713 0.070
H -2.515 -4.033 16.708 0.100
H -3.635 -5.382 16.296 0.094
H -2.065 -5.215 15.354 0.101
C -9.698 -2.736 5.709 0.059
N -9.462 -4.231 5.977 -0.412
O -8.370 -4.784 5.801 0.042
O -10.458 -4.874 6.332 0.029
H -10.133 -2.694 4.710 0.097
H -8.727 -2.261 5.849 0.092
H -10.438 -2.331 6.399 0.092
C -8.649 -8.206 11.372 0.045
N -8.163 -9.443 12.015 -0.481
O -7.176 -9.447 12.680 0.077
O -8.842 -10.445 11.918 0.052
H -7.826 -7.524 11.156 0.100
H -9.289 -7.768 12.138 0.105
H -9.215 -8.529 10.499 0.101
C -2.064 -3.046 7.905 0.030
N -0.660 -2.597 7.887 -0.438
O 0.208 -3.378 7.466 0.046
O -0.443 -1.472 8.320 0.061
H -2.193 -3.949 8.502 0.103
H -2.251 -3.201 6.842 0.101
H -2.748 -2.247 8.192 0.097
C 0.145 5.460 12.201 0.048
N 0.253 6.584 11.181 -0.436
O 0.815 7.630 11.474 0.046
O -0.139 6.378 10.055 0.060
H -0.166 4.531 11.724 0.093
H -0.638 5.743 12.904 0.095
H 1.074 5.246 12.729 0.095
Br -6.178 5.557 4.386 0.520
C -5.192 4.466 5.783 -0.618
C -3.914 3.988 5.156 -0.678
Br -4.173 2.315 4.096 0.559
H -5.912 3.683 6.018 0.042
H -5.034 5.098 6.657 0.064
H -3.251 3.759 5.991 0.059
H -3.428 4.754 4.551 0.051
Br -14.057 8.711 6.776 0.593
C -14.125 6.759 6.859 -0.706
C -15.129 6.219 5.876 -0.634
Br -16.970 6.586 6.615 0.533
H -14.251 6.440 7.893 0.056
H -13.107 6.502 6.568 0.050
H -15.118 5.153 5.647 0.056
H -15.024 6.710 4.909 0.051
```

Computed properties:
E_tot   -13911.2307 a.u.
Kohn-Sham gap   1.143 eV
HOMO energy   -5.74 eV


3.
C6H13N2 | wB97M-V/def2-TZVPD

The geometry in XYZ format:
```
21
Properties=species:S:1:pos:R:3:lowdin_charge:R:1
C 0.667 -0.425 -1.941 -0.079
C -0.324 -0.579 -0.871 -0.197
C -1.633 0.461 -1.399 -0.131
N -2.377 1.157 -1.888 0.167
N -0.003 -0.040 0.515 -0.332
C -1.175 0.147 1.388 -0.049
C 0.984 -0.967 1.147 0.008
C 0.578 1.346 0.588 0.005
H 1.488 -1.124 -1.828 0.088
H 0.219 -0.861 -2.885 0.128
H 0.967 0.694 -2.303 0.166
H -0.735 -1.526 -0.901 0.125
H -2.004 0.744 0.884 0.120
H -1.803 -0.748 1.727 0.142
H -0.942 0.582 2.385 0.127
H 0.587 -1.996 1.024 0.125
H 1.959 -1.052 0.590 0.134
H 1.162 -0.875 2.189 0.105
H -0.081 2.118 0.247 0.108
H 1.024 1.675 1.498 0.111
H 1.443 1.271 -0.166 0.129
```

Computed properties:
E_tot   -345.5663 a.u.
Structure (SMILES)   C[C@H](C#N)[N+](C)(C)C
Net charge   +1
Relative energy (zero: lowest compared OMol25 entry of this formula, charge and spin)   340.52 kJ/mol
Kohn-Sham gap   13.148 eV
HOMO energy   -16.16 eV


4.
C6H13N2 | wB97M-V/def2-TZVPD

The geometry in XYZ format:
```
21
Properties=species:S:1:pos:R:3:lowdin_charge:R:1
C 3.370 1.669 -1.307 -0.045
C -0.575 -0.021 0.176 0.035
C -1.083 -1.541 1.867 -0.011
C -1.926 -2.081 -0.429 -0.003
C -0.712 2.336 0.218 -0.014
C -1.055 -1.167 0.413 -0.261
N 2.401 0.874 -1.231 0.016
N 0.063 1.081 0.067 0.058
H 4.389 1.518 -1.722 0.099
H 3.190 2.686 -0.973 0.075
H -0.046 -1.754 2.118 0.102
H -1.599 -2.437 1.936 0.056
H -1.603 -0.734 2.535 0.147
H -1.682 -3.041 -0.130 0.058
H -2.927 -2.049 -0.035 0.102
H -1.834 -2.149 -1.530 0.110
H -0.573 3.095 -0.635 0.127
H -0.477 2.804 1.147 0.075
H -1.801 2.007 0.277 0.118
H 2.480 -0.055 -1.657 0.091
H 1.028 1.120 -0.334 0.066
```

Computed properties:
E_tot   -345.5857 a.u.
Net charge   +1
Relative energy (zero: lowest compared OMol25 entry of this formula, charge and spin)   289.52 kJ/mol
Kohn-Sham gap   10.697 eV
HOMO energy   -14.04 eV


5.
C19H41BBr6F4KN3O6 | wB97M-V/def2-TZVPD

The geometry in XYZ format:
```
81
Properties=species:S:1:pos:R:3:lowdin_charge:R:1
K -0.697 -0.607 1.983 0.901
B -0.422 0.341 -0.897 -1.347
F 0.717 0.483 -0.081 0.077
F -0.004 0.547 -2.215 0.059
F -1.001 -0.908 -0.718 0.100
F -1.378 1.342 -0.541 0.008
C 6.415 -1.290 4.691 -0.063
C 6.676 -0.194 3.678 -0.217
O 5.587 -0.056 2.782 0.038
C 4.602 0.751 3.128 -0.611
O 4.516 1.386 4.138 0.137
O 3.728 0.759 2.121 -0.007
C 2.514 1.470 2.291 -0.045
H 5.878 -0.952 5.576 0.078
H 7.303 -1.793 5.077 0.075
H 5.831 -2.056 4.172 0.079
H 7.585 -0.371 3.107 0.124
H 6.822 0.746 4.218 0.122
H 2.161 1.723 1.299 0.027
H 2.652 2.329 2.946 0.101
H 1.783 0.811 2.774 0.076
C 2.176 -3.214 1.623 -0.324
O 1.530 -2.249 2.028 -0.081
N 2.512 -3.418 0.351 -0.163
C 3.284 -4.617 0.020 -0.035
C 2.042 -2.499 -0.676 -0.043
H 2.624 -3.937 2.320 0.142
H 3.970 -4.263 -0.757 0.090
H 2.720 -5.452 -0.392 0.091
H 3.932 -4.954 0.824 0.088
H 2.180 -1.468 -0.360 0.055
H 2.685 -2.676 -1.535 0.077
H 0.976 -2.641 -0.854 0.080
C -3.735 1.448 0.877 -0.546
O -4.010 2.281 1.718 0.135
N -4.283 1.402 -0.353 -0.089
C -3.612 0.624 -1.389 -0.142
C -5.194 2.453 -0.782 -0.005
H -3.059 0.605 1.071 0.125
H -2.566 0.912 -1.503 0.093
H -4.131 0.721 -2.337 0.110
H -3.620 -0.438 -1.127 0.017
H -5.773 2.165 -1.661 0.096
H -5.905 2.715 -0.005 0.099
H -4.654 3.332 -1.142 0.056
C -6.327 0.019 0.950 -0.317
O -7.064 0.596 1.712 0.036
N -4.987 -0.100 1.117 -0.088
C -4.179 -0.720 0.084 -0.130
C -4.200 0.487 2.157 -0.114
H -6.673 -0.403 -0.002 0.145
H -4.790 -1.201 -0.680 0.140
H -3.511 -1.512 0.447 0.124
H -3.495 -0.016 -0.400 -0.076
H -3.600 -0.275 2.677 0.126
H -3.517 1.289 1.861 -0.107
H -4.856 0.877 2.937 0.159
Br 1.331 4.066 -0.226 0.651
C -0.469 3.515 -0.917 -0.628
C -0.875 4.570 -1.932 -0.692
Br -2.324 3.883 -3.013 0.693
H -1.088 3.511 -0.025 0.063
H -0.381 2.508 -1.314 0.007
H -0.008 4.831 -2.530 0.033
H -1.193 5.448 -1.376 0.060
Br -0.242 -2.221 -4.992 0.591
C -0.896 -2.257 -3.118 -0.667
C -2.307 -2.791 -2.994 -0.623
Br -3.544 -1.760 -4.145 0.619
H -0.866 -1.254 -2.700 0.021
H -0.152 -2.855 -2.598 0.037
H -2.657 -2.743 -1.966 0.047
H -2.418 -3.819 -3.329 0.051
Br 4.633 -0.245 -1.422 0.647
C 3.337 1.123 -2.031 -0.661
C 2.597 0.609 -3.257 -0.658
Br 1.566 2.133 -3.889 0.725
H 3.891 2.031 -2.240 0.047
H 2.650 1.304 -1.208 0.012
H 1.933 -0.236 -3.111 0.035
H 3.321 0.315 -4.014 0.054
```

Computed properties:
E_tot   -17832.0755 a.u.
Relative energy (zero: lowest compared OMol25 entry of this formula, charge and spin)   2186.66 kJ/mol
Kohn-Sham gap   6.273 eV
HOMO energy   -6.93 eV


6.
C32H48IO24Ti | wB97M-V/def2-TZVPD

The geometry in XYZ format:
```
106
Properties=species:S:1:pos:R:3:mulliken_spin:R:1
Ti 15.049 17.840 18.635 3.042
I 15.205 20.142 20.560 -0.019
C 19.704 13.205 19.032 0.000
C 19.356 14.392 18.120 -0.001
C 18.240 14.064 17.123 0.001
O 17.298 15.125 17.438 0.029
C 17.638 15.791 18.506 -0.020
O 17.057 16.754 18.959 -0.082
O 18.755 15.361 18.995 -0.014
H 18.987 12.389 19.122 0.000
H 20.300 13.508 19.893 0.000
H 20.527 12.650 18.581 0.000
H 20.219 14.711 17.537 0.000
H 17.788 13.075 17.199 0.001
H 18.639 14.127 16.110 0.001
C 15.472 11.246 18.558 0.001
C 14.438 12.182 19.071 0.000
C 14.942 12.791 20.425 0.003
O 14.538 14.058 20.433 0.024
C 14.408 14.400 19.152 -0.011
O 14.225 15.529 18.769 0.003
O 14.414 13.335 18.325 -0.003
H 15.081 10.627 17.751 0.000
H 15.704 10.588 19.395 0.000
H 16.369 11.791 18.261 0.000
H 13.478 11.737 19.332 0.000
H 16.009 12.760 20.645 -0.002
H 14.333 12.342 21.209 0.001
C 18.072 16.319 22.155 -0.050
C 18.391 17.438 23.296 0.001
C 17.079 17.563 24.059 -0.014
O 17.253 16.485 24.925 0.001
C 18.578 16.241 25.164 0.001
O 19.060 15.348 25.929 0.000
O 19.268 16.870 24.206 0.000
H 18.839 16.461 21.394 -0.001
H 17.208 16.649 21.579 0.063
H 18.204 15.260 22.378 -0.001
H 18.511 18.390 22.779 0.001
H 16.226 17.402 23.400 0.012
H 17.087 18.465 24.671 -0.001
C 16.063 15.285 12.436 0.000
C 16.978 15.945 13.451 0.002
C 17.402 17.359 13.162 -0.001
O 17.098 18.011 14.413 -0.007
C 16.423 17.179 15.261 0.036
O 15.855 17.582 16.264 -0.083
O 16.096 16.090 14.586 0.010
H 16.726 14.664 11.833 0.000
H 15.683 16.130 11.862 0.000
H 15.245 14.664 12.800 0.000
H 17.865 15.357 13.685 0.000
H 16.751 17.718 12.364 0.000
H 18.383 17.563 12.733 -0.001
C 11.127 18.120 21.331 -0.021
C 11.160 16.760 21.972 -0.003
C 12.391 16.353 22.860 0.011
O 11.876 15.730 24.023 0.003
C 10.541 15.756 23.953 0.002
O 9.826 15.147 24.734 0.000
O 10.144 16.558 22.985 0.001
H 11.049 18.935 22.051 0.001
H 10.104 17.977 20.981 0.003
H 11.864 18.322 20.554 0.049
H 10.942 15.993 21.229 -0.007
H 13.009 17.195 23.171 -0.016
H 13.053 15.689 22.304 0.008
C 12.922 18.437 12.058 -0.001
C 12.051 19.037 13.189 0.003
C 10.649 18.580 13.344 0.000
O 10.640 17.616 14.305 0.000
C 11.645 17.683 15.038 0.009
O 11.827 17.076 16.115 0.000
O 12.572 18.508 14.434 0.009
H 12.520 17.424 12.021 0.000
H 13.991 18.457 12.270 0.000
H 12.558 19.038 11.226 0.000
H 12.246 20.109 13.222 0.000
H 10.361 18.262 12.342 0.000
H 9.977 19.388 13.632 0.000
C 22.157 20.126 18.931 0.000
C 21.750 18.678 18.522 0.000
C 20.257 18.351 18.803 -0.001
O 19.725 18.368 17.530 -0.001
C 20.652 18.530 16.508 0.000
O 20.514 18.258 15.370 0.000
O 21.880 18.782 17.121 0.000
H 23.083 20.479 18.477 0.000
H 22.357 20.334 19.982 0.000
H 21.426 20.907 18.720 0.000
H 22.461 17.954 18.921 0.000
H 19.749 19.000 19.517 0.000
H 20.173 17.383 19.298 0.000
C 13.765 21.605 17.245 0.020
C 13.429 23.165 17.267 0.009
C 14.192 23.943 18.387 -0.001
O 14.702 25.062 17.612 0.000
C 14.226 25.020 16.349 -0.001
O 14.411 25.879 15.522 0.000
O 13.666 23.821 16.028 0.001
H 13.451 21.165 16.299 -0.001
H 13.162 21.052 17.966 -0.005
H 14.802 21.473 17.555 0.004
H 12.372 23.329 17.477 0.001
H 14.983 23.300 18.772 0.001
H 13.447 24.068 19.172 0.000
```

Computed properties:
E_tot   -4200.9619 a.u.
Kohn-Sham gap (spin up / spin down)   4.381 / 7.538 eV
HOMO energy (spin up / spin down)   -4.71 / -7.87 eV
2S+1   4
<S²>   3.752